DFT (wB97M-V/def2-TZVPD) results for C20H18F3O3Ti as an isolated structure at a distorted geometry.

Geometry (Å):
F: -0.639 5.485 0.628
H: 2.816 -0.377 -1.658
H: 2.015 -4.208 1.924
H: -0.024 -2.697 1.609
C: 0.638 -1.028 -1.991
O: 0.389 2.068 0.372
C: -0.524 -0.268 -2.245
C: 1.762 -0.126 -1.812
H: -1.870 -1.894 -0.170
H: 2.584 -6.516 2.571
C: 0.181 -0.526 2.158
C: 2.424 -3.087 -0.560
O: 1.715 -2.067 0.402
C: 2.552 -6.248 1.522
C: 2.771 -6.866 -0.775
H: 0.661 -2.123 -2.012
H: -1.515 -0.662 -2.463
H: 3.498 -1.121 -0.047
C: -0.445 4.220 1.087
C: 2.837 -7.227 0.573
C: -0.826 0.482 1.999
H: 1.066 -0.475 2.798
H: 3.120 -8.225 0.872
C: 0.220 3.309 -0.016
C: -0.250 -1.657 1.394
C: 2.369 -4.523 -0.194
C: 2.286 -4.923 1.157
H: 2.404 -5.319 -2.228
C: -1.768 0.038 1.005
H: 2.987 -7.613 -1.530
F: 0.338 4.258 2.203
H: 3.702 -2.535 1.138
C: 1.259 1.202 -1.960
C: 2.501 -5.566 -1.173
F: -1.652 3.708 1.464
C: 3.157 -2.088 0.308
H: 2.308 -2.821 -1.618
Ti: 0.327 0.161 -0.064
H: -0.778 1.948 -2.577
H: -0.930 1.368 2.628
O: 0.503 3.831 -1.076
C: -0.149 1.119 -2.231
C: -1.353 -1.268 0.559
H: 1.875 2.105 -1.999
H: -2.712 0.535 0.760

Atoms 1-3, force components in eV/Å:
0.3 -1.6 0.7
-0.7 0.1 -0.1
0.3 0.1 0.0

The calculation puts the HOMO energy at -12.1 eV. Its LUMO energy is -0.179 hartree. Its spin multiplicity is 1. The calculation puts the energy above the lowest of the compared OMol25 structures with the same formula, charge and spin at 19.83 kcal per mole. The value obtained for the frontier orbital gap is 7.23 eV. As for the total charge: +1.

Atom charges from the Löwdin analysis, given in e for atoms 1 to 2: atom 1 (F): 0.153, atom 2 (H): 0.120